Entry 1:
# C5H7NOS

A single C5H7NOS molecule at a distorted geometry (the ωB97M-V functional and the def2-TZVPD basis, OMol25).

Values from the calculation:
Calculated total energy   -722.86054 a.u.
Structure (SMILES)   C/C(C=O)=C(\N)C=S
Spin multiplicity   1
Charge   0
E_HOMO   -0.321 Eh
LUMO level   -0.047 hartree

Last column: Mulliken charge in e.
Element x y z (Å)
C -2.1556 0.3198 -1.6058  -1.500
C -1.1567 -0.2961 -0.7061  0.517
C -1.4841 -1.5863 -0.1300  -0.199
C -0.0633 0.4596 -0.3205  0.736
C 0.9516 -0.0812 0.6288  -0.465
H -2.6181 1.2281 -1.1535  0.326
H -3.0142 -0.2754 -1.8334  0.405
H -1.6408 0.5997 -2.5300  0.334
H -2.3877 -1.9443 -0.5876  0.322
H 0.9647 2.2222 -0.3217  0.168
H -0.4289 2.2692 -1.2531  0.238
H 0.8192 -1.1476 0.8920  0.314
N 0.2498 1.6821 -0.7566  -0.399
O -0.9078 -2.2210 0.7322  -0.553
S 2.3292 0.6342 1.1892  -0.243

Forces on the atoms, in the same order (eV/Å):
C 0.1 1.4 -0.1
C 0.9 0.9 1.0
C 0.8 0.2 0.4
C 0.5 -1.0 0.9
C 1.2 -1.1 0.3
H 0.5 -0.2 -0.3
H -0.3 -0.8 -0.2
H -0.4 0.2 -0.2
H -0.9 -0.8 -0.2
H 0.7 -0.2 0.5
H 0.4 -0.8 0.3
H -0.2 0.9 -0.1
N -1.6 1.6 -1.5
O -0.3 -0.1 -0.2
S -1.5 -0.2 -0.6


Entry 2:
# C5H7NOS

A single C5H7NOS molecule at a distorted geometry (the ωB97M-V functional and the def2-TZVPD basis, OMol25).

Values from the calculation:
Calculated total energy   -722.81326 a.u.
Structure (SMILES)   SCCc1ccon1
Spin multiplicity   1
Charge   0
E_HOMO   -0.331 Eh
LUMO level   0.028 hartree

Last column: Mulliken charge in e.
Element x y z (Å)
C 1.8031 0.5422 -0.2149  -0.571
C 0.7226 0.5031 0.8376  -0.873
C -0.5277 -0.1374 0.3378  0.778
C -1.4874 0.5510 -0.5214  -0.251
C -2.4460 -0.3568 -0.6377  -0.554
H 1.4441 -1.9330 0.1043  0.201
H 1.4317 0.6588 -1.1899  0.373
H 2.5544 1.3345 -0.0242  0.375
H 0.5310 1.6291 0.9626  0.286
H 1.1790 0.0543 1.7339  0.358
H -1.3127 1.5960 -0.7568  0.359
H -3.4497 -0.3979 -0.9386  0.462
N -0.8537 -1.3676 0.5406  -0.427
O -2.2291 -1.5007 0.1103  -0.225
S 2.6404 -1.1758 -0.3435  -0.288

Forces on the atoms, in the same order (eV/Å):
C 1.6 -1.7 0.3
C 0.6 1.8 -0.1
C -0.2 0.2 -0.9
C 1.5 0.1 1.3
C -1.2 -1.4 1.6
H 2.1 1.4 -0.9
H -0.7 0.6 -1.2
H -0.2 -0.8 0.0
H -0.2 -1.6 0.5
H -0.7 0.3 -0.1
H -0.7 -0.4 -0.5
H -1.0 0.5 -1.0
N -1.3 -0.4 1.6
O 2.8 1.6 -1.7
S -2.2 -0.2 1.0


Entry 3:
# C5H7NOS

A single C5H7NOS molecule at a distorted geometry (the ωB97M-V functional and the def2-TZVPD basis, OMol25).

Values from the calculation:
Calculated total energy   -722.80864 a.u.
Spin multiplicity   1
Charge   0
E_HOMO   -0.281 Eh
LUMO level   0.000 hartree

Last column: Mulliken charge in e.
Element x y z (Å)
C 0.5441 -0.6315 -0.1845  0.968
C -1.4580 -1.4198 0.2062  0.458
C 0.0788 0.7296 0.4654  -0.951
C -1.3321 0.6501 0.6410  -0.376
C 1.9879 -0.6496 -0.5873  -1.053
N -0.1967 -1.5915 -0.1781  -0.560
O -2.4968 -1.9741 0.3371  -0.406
S -2.4179 1.5100 -0.4644  -0.213
H 0.6149 0.9707 1.3166  0.399
H 0.3969 1.4365 -0.3174  0.329
H -1.6771 0.6619 1.6605  0.379
H 2.5935 -1.5524 -0.4971  0.345
H 2.4625 0.1128 0.1782  0.265
H 2.2308 -0.3642 -1.5656  0.306
H -1.3308 2.1114 -1.0105  0.112

Forces on the atoms, in the same order (eV/Å):
C 3.5 3.4 1.2
C -3.0 4.4 2.0
C 0.3 -0.7 -3.5
C -2.2 -3.2 0.5
C 1.3 1.0 3.1
N -1.0 -5.0 -1.5
O 1.6 -0.4 -0.6
S 0.7 0.4 -0.4
H 1.3 0.1 1.8
H 0.0 0.3 0.3
H -0.2 0.2 0.2
H -0.8 -0.5 0.4
H -0.5 -1.3 -1.8
H -0.2 1.1 -1.5
H -0.8 0.2 -0.2


Entry 4:
# C5H7NOS

A molecular structure, C5H7NOS at a distorted geometry (the ωB97M-V functional and the def2-TZVPD basis, OMol25).

Values from the calculation:
Calculated total energy   -722.82122 a.u.
Spin multiplicity   1
Charge   0
E_HOMO   -0.314 Eh
LUMO level   -0.001 hartree

Last column: Mulliken charge in e.
Element x y z (Å)
C 0.6914 -0.6157 -0.4921  -0.094
C 0.4750 0.8692 -0.0111  -0.394
C -0.9708 1.0972 -0.4654  -0.495
C -1.5305 -0.2159 0.0275  -0.192
C -0.3203 -0.8264 0.6718  -0.073
H 2.5624 -1.0459 -0.9752  0.340
H 0.4371 -0.8166 -1.5216  0.418
H 1.1502 1.6954 -0.0438  0.530
H -1.4641 1.9213 0.1307  0.294
H -1.0275 1.3459 -1.5555  0.308
H -0.3440 -1.7689 1.2382  0.540
H 1.1863 0.0176 1.7525  0.320
N 0.2505 0.3278 1.4230  -0.636
O 1.9372 -1.2511 -0.2134  -0.553
S -3.0331 -0.7340 0.0343  -0.311

Forces on the atoms, in the same order (eV/Å):
C 1.1 0.5 0.4
C -0.3 -0.8 1.2
C 0.1 1.3 0.2
C -0.1 0.0 0.4
C 0.5 -1.1 0.1
H -1.2 -0.4 1.5
H -0.6 -0.2 -0.4
H 0.6 0.4 -0.5
H 0.6 -0.7 -0.7
H -0.3 -0.5 0.9
H -0.4 0.3 -0.6
H -0.7 0.2 -0.3
N 0.7 0.4 -0.9
O 0.7 0.9 -1.2
S -0.6 -0.3 -0.2


Entry 5:
# C5H7NOS

A molecular structure, C5H7NOS at a distorted geometry (the ωB97M-V functional and the def2-TZVPD basis, OMol25).

Values from the calculation:
Calculated total energy   -722.71300 a.u.
Spin multiplicity   1
Charge   0
E_HOMO   -0.290 Eh
LUMO level   0.020 hartree

Last column: Mulliken charge in e.
Element x y z (Å)
C 3.1637 -0.4048 0.0046  -0.490
C -0.1317 -0.1550 0.2191  0.375
C -2.6377 -0.3922 -0.0666  -0.539
C -2.1462 1.0765 -0.0572  -0.331
C -0.7606 1.1688 0.2147  -0.607
H 4.2264 0.0745 -0.4561  0.226
H 2.9045 -1.6161 -0.5845  0.218
H 3.2934 -0.6587 1.0383  0.284
H -3.2340 -0.6526 -0.9002  0.358
H -3.2598 -0.7385 0.7875  0.299
H -2.8253 1.8697 -0.4482  0.328
H -0.2259 2.0020 0.3020  0.575
N 0.9892 -0.5409 0.0672  -0.295
O 1.8747 0.4171 -0.1481  -0.208
S -1.2307 -1.4499 0.0275  -0.193

Forces on the atoms, in the same order (eV/Å):
C 0.8 -1.6 -3.6
C -5.4 1.8 0.5
C -0.6 0.7 1.5
C 2.8 -0.9 0.2
C -5.9 -3.4 -1.3
H -3.5 -0.9 1.1
H 1.0 4.1 1.7
H 0.0 0.2 0.5
H -0.5 0.0 -1.3
H 0.0 1.1 -0.2
H 0.8 -0.5 0.9
H 2.0 3.4 0.2
N 4.0 -2.4 -0.5
O 5.3 -0.2 0.2
S -0.8 -1.6 0.1


Entry 6:
# C5H7NOS

2 unconnected molecules or ions with the total composition C5H7NOS at a distorted geometry (the ωB97M-V functional and the def2-TZVPD basis, OMol25).

Values from the calculation:
Calculated total energy   -722.74979 a.u.
Spin multiplicity   1
Charge   0
E_HOMO (spin up / spin down)   -0.299 / -0.281 Eh
LUMO level (spin up / spin down)   -0.015 / 0.004 hartree

Last column: Mulliken charge in e.
Element x y z (Å)
C -1.4008 -0.9933 0.6507  -0.159
C -2.5969 0.6196 -0.1521  -0.044
C -0.6969 -0.3712 -0.3825  0.364
C 1.6444 1.2697 0.6057  -0.806
C 0.7175 -0.5167 -0.8302  -0.463
N -2.6197 -0.3207 0.7490  -0.553
O -1.5092 0.5912 -0.9447  -0.360
S 1.5845 -1.9658 -0.2389  -0.204
H -0.8055 -1.5201 1.3515  0.383
H -3.4189 1.2666 -0.3516  0.402
H 1.1374 2.0337 0.0838  0.321
H 1.2103 0.6842 1.5148  0.271
H 2.7130 1.1752 0.3996  0.308
H 1.0955 -0.2256 -1.8360  0.389
H 2.9452 -1.7267 -0.6188  0.153

Forces on the atoms, in the same order (eV/Å):
C 1.1 2.8 -2.4
C 0.0 -2.3 0.7
C 0.7 -0.9 -0.1
C -0.5 -3.4 0.5
C 0.6 1.2 0.6
N 0.3 0.3 0.5
O 0.8 0.1 0.2
S 1.0 0.0 -0.3
H -0.6 -1.0 0.9
H -0.1 0.5 -0.4
H -0.7 0.8 0.0
H 0.9 1.6 -1.8
H -0.4 0.0 0.2
H -0.9 0.1 0.9
H -2.0 0.2 0.3


Entry 7:
# C5H7NOS2

A single C5H7NOS2 molecule at a distorted geometry (the ωB97M-V functional and the def2-TZVPD basis, OMol25).

Values from the calculation:
Calculated total energy   -1121.03235 a.u.
Structure (SMILES)   CCC(=O)C(S)(S)C#N
Spin multiplicity   1
Charge   0
E_HOMO   -0.358 Eh
LUMO level   -0.001 hartree

Last column: Mulliken charge in e.
Element x y z (Å)
C -0.2469 -2.2617 0.1823  -0.055
C -0.5964 0.2409 -0.1977  0.723
C 1.3694 1.6100 -1.0075  -1.098
C 0.6898 0.1904 -0.9426  -0.458
C -0.7176 -0.9604 0.7554  0.246
N 0.1649 -3.2127 -0.2995  -0.417
O -1.4943 1.0626 -0.1927  -0.612
S -2.5421 -1.0987 1.1686  -0.171
S 0.2823 -0.6249 2.2414  -0.170
H 0.6960 2.0846 -1.6923  0.308
H 2.4108 1.7117 -1.4637  0.316
H 1.3649 2.0928 0.0007  0.294
H 1.3674 -0.5704 -0.5409  0.343
H 0.5788 -0.0237 -1.9681  0.292
H -2.4739 0.1813 0.9231  0.237
H -0.8530 -0.4219 3.0337  0.223

Forces on the atoms, in the same order (eV/Å):
C -0.5 1.7 0.3
C -0.6 -0.3 0.3
C 0.5 -0.2 0.5
C 2.2 1.8 0.5
C -1.5 -1.9 0.3
N 0.2 -0.6 -0.2
O 1.9 0.0 -0.9
S 1.1 -1.5 0.3
S -0.9 0.4 1.0
H -0.2 1.2 -0.1
H -1.4 -0.8 0.7
H 0.0 -0.2 -0.9
H -0.3 0.1 0.1
H -0.7 -0.8 -1.2
H -0.9 1.3 0.0
H 1.2 -0.1 -0.7


Entry 8:
# C5H7NS

A molecular structure, C5H7NS at a distorted geometry (the ωB97M-V functional and the def2-TZVPD basis, OMol25).

Values from the calculation:
Calculated total energy   -647.48031 a.u.
Spin multiplicity   1
Charge   0
E_HOMO   -0.325 Eh
LUMO level   0.019 hartree

Last column: Mulliken charge in e.
Element x y z (Å)
C 0.0062 -0.4399 1.0918  -0.149
C -0.9882 -0.6847 0.0706  0.381
C -1.3723 -1.8230 -0.4125  -0.658
C -1.9185 0.6274 -0.1979  -0.168
C -1.3895 1.8787 -0.1066  -0.569
H 0.9879 -0.4319 -1.4197  0.185
H -0.1935 -0.5251 2.2007  0.316
H -0.7633 -2.8531 -0.3845  0.250
H -2.3075 -1.6019 -0.9439  0.266
H -3.2541 0.3753 -0.3684  0.143
H -0.1973 1.9965 0.1072  0.215
H -2.0090 2.7332 -0.4779  0.289
N 1.2187 0.1237 1.0177  -0.370
S 2.0737 0.1306 -0.5319  -0.131

Forces on the atoms, in the same order (eV/Å):
C 4.5 2.4 2.0
C -1.5 3.3 1.0
C 0.2 -2.8 -1.4
C -1.3 -1.0 0.7
C 1.1 -1.1 -0.8
H 2.0 1.0 1.5
H -0.7 0.0 -1.4
H -1.8 2.6 0.1
H 0.3 -1.5 -0.4
H 4.6 0.9 0.3
H -3.3 -0.1 -0.5
H 0.8 -0.6 0.8
N -2.0 -2.3 -1.5
S -2.9 -0.7 -0.4


Entry 9:
# C5H7NS

A single C5H7NS molecule at a distorted geometry (the ωB97M-V functional and the def2-TZVPD basis, OMol25).

Values from the calculation:
Calculated total energy   -647.58051 a.u.
Structure (SMILES)   C=CC(=C)/C=N\S
Spin multiplicity   1
Charge   0
E_HOMO   -0.331 Eh
LUMO level   0.019 hartree

Last column: Mulliken charge in e.
Element x y z (Å)
C -1.2979 0.2485 0.5124  -0.150
C 0.1730 0.5157 0.4042  0.524
C 0.6528 1.7618 0.4481  -0.829
C 1.0601 -0.6579 0.2511  -0.093
C 0.6557 -1.9278 0.1142  -0.802
H -0.4557 0.3958 -2.0637  0.143
H -1.7144 0.2402 1.5570  0.366
H 0.0059 2.6337 0.5519  0.281
H 1.7604 1.9928 0.3924  0.247
H 2.1396 -0.4542 0.2806  0.247
H -0.4317 -2.1843 0.1005  0.251
H 1.3267 -2.7267 -0.0550  0.300
N -2.1470 0.0680 -0.4219  -0.393
S -1.7276 0.0944 -2.0718  -0.093

Forces on the atoms, in the same order (eV/Å):
C -0.6 0.3 0.6
C 0.2 -0.2 -0.2
C 1.1 0.4 0.0
C 0.3 -0.5 0.1
C -1.7 1.1 0.0
H 1.2 0.3 0.2
H 0.3 -0.1 -1.0
H 0.1 -0.3 0.0
H -1.4 -0.5 0.0
H -0.4 0.1 -0.1
H 1.0 0.3 0.0
H 0.7 -0.6 0.0
N 0.7 0.1 0.1
S -1.4 -0.3 0.2


Entry 10:
# C5H7NS

A molecular structure, C5H7NS at a distorted geometry (the ωB97M-V functional and the def2-TZVPD basis, OMol25).

Values from the calculation:
Calculated total energy   -647.46788 a.u.
Spin multiplicity   1
Charge   0
E_HOMO   -0.295 Eh
LUMO level   -0.017 hartree

Last column: Mulliken charge in e.
Element x y z (Å)
C 0.3534 1.3656 -0.2956  -0.148
C 0.3601 -0.0222 -0.1136  1.003
C 1.5823 -0.7925 0.0083  -0.095
C 1.8093 -2.1047 -0.0030  -0.794
C -0.9423 -0.6431 -0.0773  -0.273
H 1.5044 3.1212 0.6018  0.310
H 2.5710 1.9099 0.7018  0.308
H -0.5756 2.0419 -0.4875  0.301
H 2.5718 -0.2553 0.3974  -0.122
H 1.0226 -3.0982 0.0175  0.124
H 2.8418 -2.5548 0.2135  0.233
H -0.8745 -1.8079 -0.4412  0.086
N 1.4709 2.1458 -0.0044  -0.622
S -2.3959 -0.0748 0.1197  -0.311

Forces on the atoms, in the same order (eV/Å):
C 0.6 0.5 2.7
C -1.1 2.3 -0.7
C 2.7 0.4 1.7
C -0.7 -4.3 0.9
C 1.9 -4.3 -2.5
H -1.9 -2.9 -2.9
H -4.5 -0.9 -3.1
H 1.6 -1.8 0.3
H -2.3 -0.6 -1.4
H 1.8 3.4 -0.6
H -1.5 1.2 -0.4
H -0.1 2.6 1.3
N 5.1 3.4 4.2
S -1.7 1.1 0.5